A 2-piece molecular cluster, C5H7NO overall in a non-equilibrium geometry. Source: the Open Molecules 2025 dataset; level of theory: wB97M-V/def2-TZVPD.

Positions of all 14 atoms, in Å:
O: -1.26973 -0.35315 -0.84051
C: -1.39191 0.60984 -0.05026
N: -1.07161 0.39617 1.24918
C: -0.60699 -0.78967 1.66521
C: 0.69804 -0.92239 -0.87173
C: 1.43487 0.20791 -0.49079
C: 1.92822 1.26694 -0.15098
H: -1.59756 1.63630 -0.34651
H: -0.99423 1.19842 1.85864
H: -0.92932 -1.65954 1.12382
H: -0.23854 -0.85336 2.67888
H: 0.86571 -1.84754 -0.33760
H: 0.50167 -1.03055 -1.93241
H: 2.51063 2.12766 0.09143

Summary:
Energy relative to the best compared isomer or geometry (same formula, charge and spin)   5.629 eV
LUMO level (alpha / beta)   0.24 / 0.27 eV
Highest occupied orbital energy (alpha / beta)   -0.2681 / -0.2562 hartree
HOMO-LUMO gap (alpha / beta)   7.54 / 7.24 eV

These are the Mulliken partial charges, in e, on atoms 1 to 5: O -0.525; C -0.075; N 0.012; C -0.680; C -1.047


C26H30IrN7OS3Si as an isolated structure. Source: the Open Molecules 2025 dataset; level of theory: wB97M-V/def2-TZVPD.

Positions of all 69 atoms, in Å:
Ir: 0.42567 0.17309 -0.14116
N: 4.58798 -2.29076 -1.26470
C: 3.43804 -1.63707 -0.91805
S: 3.68055 0.08881 -1.29700
N: 2.53537 -2.33564 -0.33674
N: 1.34284 -1.79309 0.09456
C: 0.65816 -2.60632 0.80587
C: -0.68211 -2.18057 1.20181
C: -1.55357 -3.01702 1.86804
C: -2.85877 -2.58908 2.07425
C: -3.23691 -1.35453 1.58517
C: -2.30582 -0.56063 0.92924
N: -1.04543 -0.95747 0.76241
H: 5.13193 -1.91974 -2.02952
H: 4.52484 -3.29867 -1.23614
H: 1.02896 -3.59968 1.03196
H: -1.21713 -3.98976 2.19976
H: -3.56820 -3.22113 2.59053
H: -4.24940 -0.99297 1.69556
H: -2.56729 0.40296 0.52136
C: -1.80498 -1.18341 -4.37342
Si: -0.57990 -1.02909 -2.96419
C: -0.69175 -2.72325 -2.14421
C: 1.10952 -0.88262 -3.76215
N: -0.81369 0.25319 -1.78244
C: -1.68919 1.35928 -1.88958
C: -2.52282 1.58467 -2.99579
C: -3.40113 2.65496 -3.07579
C: -3.49469 3.58008 -2.05302
C: -2.68354 3.41165 -0.94228
C: -1.82628 2.33174 -0.87742
O: -0.97786 2.15178 0.21368
C: -1.05810 2.93156 1.35928
C: 0.02160 3.74519 1.64766
C: 0.01454 4.47922 2.82686
C: -1.06572 4.40472 3.69279
C: -2.14849 3.59243 3.37940
C: -2.15025 2.84826 2.20976
H: -1.57228 -2.12984 -4.86975
H: -1.71696 -0.39697 -5.12439
H: -2.84297 -1.23749 -4.04111
H: -1.03550 -3.44844 -2.88525
H: -1.42327 -2.72928 -1.33138
H: 0.26461 -3.08819 -1.76806
H: 1.13452 -1.39568 -4.72691
H: 1.88464 -1.33846 -3.14384
H: 1.36953 0.16513 -3.92978
H: -2.47741 0.91591 -3.83098
H: -4.01076 2.76302 -3.96367
H: -4.16948 4.42223 -2.11389
H: -2.70570 4.12643 -0.13109
H: 0.84682 3.79052 0.94917
H: 0.85580 5.11800 3.06199
H: -1.07125 4.98424 4.60608
H: -2.99905 3.54059 4.04626
H: -3.00026 2.23048 1.94961
S: 1.32289 0.70355 2.17812
C: 2.49465 -0.45109 2.59030
N: 3.71222 -0.52345 2.08882
C: 4.53907 -1.67724 2.43509
C: 3.92592 -2.26689 3.70932
S: 2.18904 -1.71705 3.72315
H: 3.98582 0.13292 1.37035
H: 5.56359 -1.35290 2.60618
H: 4.53214 -2.39574 1.61338
H: 4.41283 -1.89696 4.60843
H: 3.95835 -3.35252 3.70643
N: 1.55979 1.85390 -1.00552
C: 2.16569 0.82019 -0.98340

Summary:
Energy relative to the best compared isomer or geometry (same formula, charge and spin)   3.060 eV
⟨S²⟩   0.754
LUMO level (alpha / beta)   -3.72 / -3.68 eV
Highest occupied orbital energy (alpha / beta)   -0.3414 / -0.3404 hartree
2S+1   2
Charge   +1
HOMO-LUMO gap (alpha / beta)   5.57 / 5.58 eV

These are the Mulliken partial charges, in e, on atoms 1 to 5: Ir 2.783; N -0.525; C 0.481; S -0.345; N -1.514